56
Properties=species:S:1:pos:R:3 method="wB97M-V/def2-TZVPD" energy_ev=-93547.7421 relative_energy_kcal_mol=0.0 orbital_gap_ha=0.268 lumo_ha=-0.0829
Cl -2.989 -2.528 -0.277
Cl -3.959 -4.073 2.222
Cl 4.555 -3.955 4.451
Cl -3.705 -1.027 2.319
Si -1.555 2.423 -0.656
Si -0.439 0.062 -2.353
Si 1.589 1.978 -0.897
O -1.603 -2.686 2.095
C 2.380 -5.057 3.299
C 1.750 0.623 0.403
C 0.428 -3.746 2.659
C -0.110 1.845 -1.741
C 1.953 3.647 -0.098
C 0.985 -2.614 3.310
C 0.853 -0.319 -3.661
C 2.259 -2.687 3.858
C -1.320 4.109 0.155
C -1.885 1.137 0.667
C 2.973 -3.897 3.821
C 1.109 -4.984 2.749
C -1.967 0.057 -3.435
C -3.142 2.694 -1.641
C -0.823 -3.684 1.940
C 3.012 1.849 -2.130
B -3.035 -2.590 1.594
H -3.755 3.414 -1.078
H 3.293 0.815 -2.368
H 1.131 0.820 1.288
H 2.930 -5.990 3.336
H 3.049 3.745 -0.054
H -3.732 1.777 -1.770
H -2.953 3.131 -2.631
H -2.831 1.373 1.175
H -0.532 -1.002 -1.271
H -0.773 4.058 1.105
H 2.796 2.376 -3.070
H 1.566 3.731 0.926
H -2.329 4.499 0.367
H 1.741 -0.849 -3.300
H 1.170 0.620 -4.134
H -1.775 -0.630 -4.273
H -2.122 1.063 -3.849
H 1.570 4.491 -0.687
H -0.085 2.490 -2.648
H 0.604 -5.858 2.336
H 2.800 0.582 0.730
H 0.373 -0.940 -4.432
H 2.720 -1.819 4.317
H -0.818 4.832 -0.501
H 0.432 -1.678 3.346
H -2.879 -0.274 -2.926
H 3.886 2.340 -1.675
H 1.485 -0.373 0.024
H -1.106 1.102 1.442
H -2.005 0.116 0.282
H -1.168 -4.541 1.340

=====

60
Properties=species:S:1:pos:R:3 method="wB97M-V/def2-TZVPD" smiles="CCCOC[C@]1(CSCC)OS(=O)(=O)O[C@]1(Br)S(C)(=O)=O.CC(C)=O.CC(C)=O" energy_ev=-138059.8773 orbital_gap_ha=0.302 lumo_ha=-0.0231
Br 2.648 2.046 1.677
S 1.808 3.906 -0.662
S -1.272 3.461 0.590
S -1.947 0.045 1.502
O -1.539 4.804 -0.159
O 0.962 4.186 -1.927
O 3.267 3.613 -1.166
O 2.202 0.430 -1.249
O 0.261 3.338 1.387
O -2.527 3.315 1.492
O -1.010 2.260 -0.640
O 4.481 -4.924 -0.827
O -6.414 0.397 2.590
C -7.737 2.000 3.765
C -3.291 0.149 0.201
C 0.121 1.422 -0.123
C 4.250 -1.700 -0.164
C 4.222 -1.094 -1.690
C 1.845 5.501 0.383
C 2.725 -0.582 -2.180
C -5.513 2.608 2.623
C -4.233 -1.186 0.064
C 0.785 0.742 -1.499
C 4.289 -5.934 -1.501
C 3.044 -6.764 -1.329
C 5.289 -6.389 -2.531
C -0.228 0.086 0.762
C 1.147 2.560 0.459
C -6.543 1.563 2.959
H -4.621 -1.628 1.079
H -3.947 1.112 0.441
H -7.410 2.384 4.735
H 2.415 -6.316 -0.553
H 3.313 -7.777 -1.021
H -5.087 3.019 3.542
H 4.826 -6.396 -3.521
H 5.098 -1.136 0.458
H -3.716 -2.002 -0.636
H -5.207 -0.851 -0.540
H 3.236 -1.604 0.423
H 2.872 -0.077 -3.247
H -2.799 0.333 -0.870
H -8.396 1.142 3.933
H 2.204 5.286 1.495
H 0.697 1.529 -2.393
H 0.761 5.988 0.354
H 5.045 -0.240 -1.735
H 1.952 -1.453 -2.310
H -4.708 2.149 2.038
H -5.969 3.402 2.027
H 5.658 -7.386 -2.276
H 0.169 -0.203 -1.870
H 2.481 -6.788 -2.266
H 4.563 -2.850 -0.124
H 2.569 6.314 -0.087
H 6.136 -5.695 -2.545
H -0.093 -0.938 0.167
H 0.532 0.000 1.678
H 4.622 -1.951 -2.405
H -8.293 2.767 3.220